No. 1
Here is an isolated molecule of C3H9NOS at a distorted geometry from the Open Molecules 2025 dataset. Energies are from ωB97M-V/def2-TZVPD.

Results
Orbital gap (alpha / beta), eV: 4.6 / 7.7
E, eV: -17621.642
ΔE to the lowest compared entry with this formula, charge and spin, kJ/mol: 241.7
Multiplicity: 3
E_LUMO (alpha / beta), eV: 0.751 / -1.569
Largest force on an atom, eV Å⁻¹: 8.55

Structure (XYZ):
```
15
C3H9NOS ωB97M-V/def2-TZVPD
C -0.189 -1.042 1.043
C -0.474 -0.398 -2.002
C 0.378 0.357 0.960
N 0.866 0.660 -0.335
O 0.800 -0.299 -1.422
S -0.783 1.618 1.540
H -1.027 -1.063 0.485
H 0.487 -1.749 0.682
H -0.457 -1.059 2.081
H -1.188 -0.948 -1.308
H -0.419 -0.786 -2.949
H -0.843 0.628 -2.171
H 1.108 0.339 1.770
H 1.798 1.076 -0.253
H -0.058 2.666 1.878
```

***

No. 2
Here is a cluster of 4 separate species, C18H22F16N2O2 in total at a distorted geometry from the Open Molecules 2025 dataset. Energies are from ωB97M-V/def2-TZVPD.

Results
Orbital gap, eV: 11.7
E, eV: -69575.126
SMILES string: FC(F)C(F)(F)COC(F)(F)C(F)F.FC(F)C(F)(F)COC(F)(F)C(F)F.CCCC#N.CCCC#N
E_LUMO, eV: 0.388
Largest force on an atom, eV Å⁻¹: 5.51

Structure (XYZ):
```
60
C18H22F16N2O2 ωB97M-V/def2-TZVPD
F 30.550 -21.271 19.416
C 29.274 -20.883 19.377
F 29.205 -19.592 19.082
C 28.565 -21.774 18.392
F 28.635 -23.037 18.773
F 29.000 -21.728 17.053
C 27.038 -21.331 18.370
O 26.397 -21.385 19.611
C 25.183 -20.549 19.745
F 25.639 -19.421 20.212
F 24.572 -20.259 18.649
C 24.156 -21.187 20.729
F 23.400 -22.210 20.266
F 24.725 -21.413 21.906
H 28.789 -20.972 20.349
H 26.651 -22.085 17.685
H 26.915 -20.325 17.968
H 23.464 -20.356 20.861
F 19.099 -25.923 15.437
C 20.083 -26.641 14.978
F 21.139 -25.857 14.602
C 20.491 -27.867 15.787
F 21.262 -28.679 15.034
F 19.472 -28.565 16.187
C 21.189 -27.567 17.108
O 22.238 -26.623 16.753
C 22.387 -25.476 17.631
F 21.276 -24.746 17.360
F 22.158 -25.775 18.875
C 23.687 -24.748 17.361
F 24.856 -25.416 17.566
F 23.728 -24.281 16.112
H 19.719 -26.983 14.009
H 21.691 -28.454 17.495
H 20.476 -27.121 17.801
H 23.699 -23.889 18.032
C 25.402 -24.724 22.261
C 26.317 -24.466 21.069
C 26.989 -25.737 20.326
C 28.260 -26.128 20.964
N 29.262 -26.436 21.427
H 24.835 -25.622 22.014
H 24.765 -23.899 22.582
H 26.009 -24.971 23.131
H 26.988 -23.679 21.414
H 25.756 -24.036 20.239
H 27.289 -25.514 19.302
H 26.334 -26.595 20.476
C 17.890 -29.824 13.093
C 18.705 -31.155 13.041
C 18.657 -31.830 11.609
C 19.087 -31.065 10.480
N 19.355 -30.454 9.563
H 16.809 -29.945 13.028
H 18.166 -29.080 12.345
H 18.116 -29.401 14.072
H 18.303 -31.874 13.755
H 19.727 -30.883 13.305
H 17.631 -32.175 11.480
H 19.216 -32.763 11.539
```

***

No. 3
Here is a cluster of 10 separate species, C32H76O26S6 in total at a distorted geometry from the Open Molecules 2025 dataset. Energies are from ωB97M-V/def2-TZVPD.

Results
Orbital gap (alpha / beta), eV: 9.4 / 3.2
E, eV: -152647.019
Net charge: +1
Multiplicity: 2
E_LUMO (alpha / beta), eV: -2.681 / -8.909
Largest force on an atom, eV Å⁻¹: 4.15

Structure (XYZ):
```
140
C32H76O26S6 ωB97M-V/def2-TZVPD
C 4.239 2.073 -0.225
C 4.115 0.604 -0.673
C 2.667 0.212 -0.620
O 2.155 1.160 0.311
C 2.814 2.431 0.151
H 4.543 2.741 -1.031
H 4.964 2.188 0.581
H 4.696 -0.093 -0.068
H 4.398 0.475 -1.718
H 2.451 -0.817 -0.331
H 2.259 0.344 -1.622
H 2.789 3.028 1.062
H 2.306 3.035 -0.601
C 5.356 2.866 5.144
C 3.948 3.423 5.086
C 3.309 2.954 3.786
O 4.145 1.846 3.467
C 5.448 2.094 3.835
H 5.442 2.153 5.964
H 6.094 3.665 5.221
H 3.901 4.510 5.156
H 3.333 3.157 5.945
H 3.394 3.747 3.043
H 2.249 2.700 3.809
H 5.851 2.670 3.002
H 6.120 1.237 3.784
O -3.960 -4.430 -4.873
S -2.587 -4.390 -4.410
O -1.753 -3.293 -4.949
O -2.661 -4.287 -2.751
C -1.471 -3.843 -2.103
C -1.637 -3.992 -0.623
C -1.698 -6.023 -4.582
H -1.399 -2.785 -2.354
H -0.685 -4.481 -2.508
H -2.629 -3.603 -0.394
H -0.894 -3.468 -0.022
H -1.576 -5.058 -0.404
H -0.623 -5.848 -4.613
H -2.144 -6.424 -5.492
H -1.942 -6.632 -3.711
O 1.932 -5.612 6.104
S 1.233 -6.687 5.434
O -0.001 -7.271 5.975
O 0.922 -6.269 3.905
C 1.717 -5.249 3.362
C 1.636 -5.239 1.843
C 2.351 -8.089 5.116
H 2.710 -5.532 3.712
H 1.337 -4.274 3.664
H 0.618 -5.052 1.502
H 1.854 -6.177 1.331
H 2.374 -4.573 1.396
H 3.200 -7.776 4.507
H 1.786 -8.853 4.582
H 2.733 -8.490 6.055
O -4.439 1.588 -7.835
S -3.631 0.437 -7.418
O -3.201 -0.511 -8.404
O -2.359 0.932 -6.486
C -1.406 -0.054 -6.068
C -0.333 0.652 -5.267
C -4.564 -0.391 -6.135
H -0.940 -0.438 -6.974
H -1.926 -0.818 -5.490
H 0.468 0.069 -4.812
H -0.709 1.315 -4.487
H 0.192 1.284 -5.982
H -4.645 0.253 -5.259
H -4.122 -1.355 -5.882
H -5.553 -0.589 -6.546
O -1.720 -1.429 2.436
S -0.335 -1.074 2.159
O 0.742 -1.879 2.734
O -0.179 -0.908 0.527
C -1.103 -0.114 -0.148
C -0.710 0.019 -1.603
C -0.009 0.770 2.659
H -1.314 0.824 0.365
H -2.028 -0.679 -0.033
H -0.006 0.832 -1.782
H -1.605 0.265 -2.175
H -0.416 -0.888 -2.132
H 0.097 0.836 3.741
H -0.879 1.388 2.437
H 0.955 1.016 2.213
O 6.405 -2.013 3.569
S 5.008 -2.267 3.649
O 4.571 -3.648 3.750
O 4.463 -1.550 5.026
C 3.104 -1.609 5.411
C 2.493 -0.193 5.136
C 4.059 -1.427 2.280
H 2.977 -1.851 6.466
H 2.482 -2.376 4.949
H 3.108 0.606 5.550
H 1.456 -0.181 5.473
H 2.438 -0.061 4.055
H 4.059 -0.357 2.483
H 3.043 -1.812 2.192
H 4.560 -1.624 1.332
O -2.180 3.644 1.031
S -1.047 4.443 1.492
O 0.156 3.877 2.100
O -0.476 5.269 0.182
C -1.363 6.014 -0.578
C -0.507 6.433 -1.753
C -1.537 5.901 2.477
H -1.678 6.928 -0.076
H -2.201 5.397 -0.905
H 0.333 6.989 -1.336
H -1.201 6.894 -2.457
H -0.137 5.578 -2.319
H -2.437 6.355 2.063
H -0.620 6.482 2.380
H -1.825 5.528 3.459
C -5.073 3.187 -5.059
O -4.041 2.751 -4.180
C -2.807 3.302 -4.109
O -2.015 3.018 -3.206
O -2.578 4.093 -5.157
C -1.343 4.742 -5.319
H -5.505 2.323 -5.564
H -4.811 4.019 -5.712
H -5.807 3.691 -4.430
H -1.294 5.431 -4.476
H -1.368 5.325 -6.240
H -0.442 4.128 -5.296
C -5.127 -1.894 2.233
O -4.995 -1.477 0.856
C -4.653 -0.212 0.608
O -4.605 0.731 1.404
O -4.624 -0.062 -0.788
C -4.303 1.165 -1.382
H -5.880 -2.649 2.456
H -5.395 -1.018 2.824
H -4.207 -2.329 2.625
H -3.241 1.339 -1.208
H -4.930 1.983 -1.028
H -4.512 0.984 -2.436
```

***

No. 4
Here is a cluster of 6 separate species, C16H42BrN5O8P2S in total at a distorted geometry from the Open Molecules 2025 dataset. Energies are from ωB97M-V/def2-TZVPD.

Results
Orbital gap, eV: 8.5
E, eV: -140557.298
SMILES string: CS(=O)(=O)[PH3]P(O)Br.CN(C)C=O.CN(C)C=O.CN(C)C=O.CN(C)C=O.CN(C)C=O
E_LUMO, eV: 0.258
Largest force on an atom, eV Å⁻¹: 3.65

Structure (XYZ):
```
75
C16H42BrN5O8P2S ωB97M-V/def2-TZVPD
C 1.124 0.026 -0.775
S 0.426 -1.639 -1.090
O 0.853 -2.024 -2.467
O 0.832 -2.629 -0.060
P -1.775 -1.367 -1.140
P -3.991 -1.014 -1.197
O -4.099 0.042 -2.514
Br -4.391 0.284 0.597
H 2.209 -0.007 -0.814
H 0.711 0.401 0.171
H 0.803 0.618 -1.637
H -1.931 -2.400 -0.169
H -1.549 0.024 -0.824
H -1.770 -1.747 -2.513
H -3.291 0.568 -2.515
C 0.906 -6.377 -4.911
N -0.147 -5.545 -4.366
C -0.104 -4.108 -4.574
C -1.176 -6.059 -3.662
O -2.080 -5.405 -3.182
H 1.867 -6.074 -4.491
H 0.937 -6.266 -5.997
H 0.730 -7.423 -4.667
H -0.076 -3.607 -3.609
H -1.005 -3.793 -5.107
H 0.776 -3.835 -5.150
H -1.123 -7.154 -3.554
C -0.295 2.972 4.681
N -0.205 2.411 3.344
C -0.737 3.166 2.220
C 0.355 1.214 3.109
O 0.457 0.700 2.008
H -1.344 3.137 4.932
H 0.240 3.922 4.707
H 0.144 2.295 5.412
H -1.516 2.586 1.721
H 0.059 3.365 1.501
H -1.154 4.106 2.570
H 0.724 0.721 4.021
C 3.345 -5.628 2.292
N 3.370 -6.148 0.941
C 2.828 -5.339 -0.139
C 3.880 -7.364 0.652
O 3.928 -7.850 -0.459
H 2.313 -5.431 2.591
H 3.914 -4.698 2.338
H 3.782 -6.346 2.984
H 2.014 -5.878 -0.626
H 3.607 -5.149 -0.879
H 2.455 -4.395 0.248
H 4.263 -7.893 1.540
C 4.854 4.887 3.698
N 3.726 5.669 4.166
C 3.707 7.102 3.929
C 2.688 5.108 4.818
O 1.718 5.708 5.234
H 5.772 5.250 4.165
H 4.942 4.982 2.614
H 4.721 3.837 3.951
H 3.653 7.632 4.880
H 2.828 7.366 3.338
H 4.605 7.402 3.396
H 2.800 4.019 4.949
C -5.680 5.071 -3.524
N -5.389 4.124 -2.466
C -6.230 2.947 -2.312
C -4.359 4.299 -1.612
O -4.074 3.538 -0.713
H -6.686 5.474 -3.390
H -5.621 4.569 -4.492
H -4.966 5.892 -3.507
H -6.683 2.946 -1.320
H -5.626 2.044 -2.414
H -7.011 2.948 -3.068
H -3.784 5.219 -1.809
```

***

No. 5
Here is a structure of composition C3H5N2O2 at a distorted geometry from the Open Molecules 2025 dataset. Energies are from ωB97M-V/def2-TZVPD.

Results
Orbital gap (alpha / beta), eV: 7.1 / 8.7
E, eV: -10252.564
ΔE to the lowest compared entry with this formula, charge and spin, kJ/mol: 686.3
Net charge: +1
E_LUMO (alpha / beta), eV: -7.058 / -6.203
Largest force on an atom, eV Å⁻¹: 5.48

Structure (XYZ):
```
12
C3H5N2O2 ωB97M-V/def2-TZVPD
C -1.053 -1.356 2.386
C 0.587 -1.112 0.748
C 0.540 1.415 -1.578
N 0.012 -1.108 1.907
N -0.757 0.011 -0.158
O 1.554 -1.248 0.158
O -0.318 0.286 -1.430
H -1.574 -1.505 3.299
H 0.497 2.294 -0.973
H 0.514 1.690 -2.526
H 1.645 1.081 -1.511
H -1.648 -0.447 -0.322
```

***

No. 6
Here is an isolated molecule of C4H6O2 from the Open Molecules 2025 dataset. Energies are from ωB97M-V/def2-TZVPD.

Results
Orbital gap, eV: 9.4
E, eV: -8339.661
ΔE to the lowest compared entry with this formula, charge and spin, kJ/mol: 77.2
SMILES string: CC(=O)C(C)=O
E_LUMO, eV: -0.132
Largest force on an atom, eV Å⁻¹: 0.96

Structure (XYZ):
```
12
C4H6O2 ωB97M-V/def2-TZVPD
C 1.831 0.125 -0.567
C 0.352 -0.072 -0.635
O -0.295 -0.003 -1.658
C -0.380 -0.322 0.720
C -1.837 -0.074 0.561
O 0.233 -0.465 1.754
H 2.265 -0.147 -1.530
H 2.058 1.179 -0.363
H 2.234 -0.468 0.253
H -2.460 -0.231 1.444
H -1.712 0.981 0.295
H -2.249 -0.535 -0.336
```

***

No. 7
Here is a cluster of 2 separate species, C10H20NO3S in total at a distorted geometry from the Open Molecules 2025 dataset. Energies are from ωB97M-V/def2-TZVPD.

Results
Orbital gap (alpha / beta), eV: 6.5 / 7.2
E, eV: -29157.569
Net charge: -1
Multiplicity: 3
E_LUMO (alpha / beta), eV: 3.173 / 3.034
Largest force on an atom, eV Å⁻¹: 4.35

Structure (XYZ):
```
35
C10H20NO3S ωB97M-V/def2-TZVPD
C 3.089 -1.510 -0.713
C -3.194 0.268 1.837
C -0.793 -1.202 0.626
C -2.129 -0.345 -1.386
C 0.444 2.116 -2.213
C 1.687 1.296 -0.118
C 4.986 -2.588 0.360
C -2.028 0.905 1.031
C -1.515 -0.029 -0.007
C 0.897 1.064 -1.292
N 2.787 -0.703 -1.681
O 2.323 -2.159 -0.003
O 1.134 -0.455 -3.562
O 4.577 -1.643 -0.618
S 1.170 -0.621 -2.086
H -3.809 -0.162 1.025
H -3.853 1.114 2.312
H -2.824 -0.487 2.527
H -0.235 -1.661 -0.070
H -0.203 -1.065 1.547
H -1.529 -1.934 0.698
H -1.685 0.086 -2.198
H -2.134 -1.498 -1.603
H -3.091 0.024 -1.348
H 1.251 2.932 -2.044
H 0.466 1.629 -3.267
H -0.588 2.430 -2.008
H 1.882 0.326 0.296
H 1.085 2.000 0.586
H 2.721 1.860 -0.164
H 4.776 -2.079 1.377
H 6.061 -2.768 -0.017
H 4.330 -3.505 0.303
H -1.301 1.158 1.857
H -2.539 1.862 0.758
```

***

No. 8
Here is a structure of composition C13H32O9V at a distorted geometry from the Open Molecules 2025 dataset. Energies are from ωB97M-V/def2-TZVPD.

Results
Orbital gap, eV: 5.9
E, eV: -58116.153
ΔE to the lowest compared entry with this formula, charge and spin, kJ/mol: 260.9
Net charge: -1
E_LUMO, eV: 2.616
Largest force on an atom, eV Å⁻¹: 7.62

Structure (XYZ):
```
55
C13H32O9V ωB97M-V/def2-TZVPD
O -0.084 -0.331 -0.304
V -1.321 0.550 -0.686
O -1.257 1.866 0.152
C -3.268 0.173 -2.502
O -2.373 -0.661 -2.338
O -3.261 1.222 -1.878
O -4.166 -0.052 -3.275
C 0.905 -3.223 -1.555
C 2.360 -3.312 -1.972
C 3.081 -4.400 -1.163
O 2.370 -3.635 -3.351
H 0.754 -2.747 -0.586
H 0.606 -4.268 -1.474
H 0.204 -2.771 -2.256
H 2.883 -2.372 -1.797
H 2.575 -5.357 -1.291
H 3.152 -4.133 -0.109
H 4.084 -4.627 -1.526
H 2.060 -4.544 -3.361
C 2.014 1.664 -3.970
C 1.565 1.001 -2.636
C 2.734 0.837 -1.700
O 0.551 1.725 -2.010
H 2.584 1.032 -4.651
H 2.601 2.567 -3.804
H 1.220 2.002 -4.636
H 1.054 0.049 -2.784
H 3.553 0.285 -2.161
H 2.400 0.295 -0.815
H 2.974 1.844 -1.358
H 0.738 2.656 -2.153
C 0.371 3.147 3.648
C 1.007 1.811 3.679
C 1.327 1.127 2.327
O 2.197 1.902 4.428
H 0.510 3.670 4.594
H -0.706 3.037 3.520
H 0.716 3.773 2.825
H 0.378 1.152 4.278
H 0.365 0.869 1.885
H 1.910 0.210 2.404
H 1.812 1.748 1.573
H 2.657 2.709 4.185
C -4.887 -0.639 1.832
C -3.807 0.360 1.544
C -3.187 1.084 2.766
O -2.709 -0.400 1.030
H -5.221 -1.024 0.869
H -5.729 -0.184 2.355
H -4.608 -1.509 2.426
H -4.092 1.061 0.760
H -3.694 2.023 2.990
H -2.124 1.291 2.645
H -3.251 0.517 3.695
H -2.524 -1.072 1.690
```

***

No. 9
Here is an isolated molecule of C4H3NS2 at a distorted geometry from the Open Molecules 2025 dataset. Energies are from ωB97M-V/def2-TZVPD.

Results
Orbital gap, eV: 7.6
E, eV: -27354.972
ΔE to the lowest compared entry with this formula, charge and spin, kJ/mol: 76.5
SMILES string: c1cc2ssn2c1
E_LUMO, eV: -0.443
Largest force on an atom, eV Å⁻¹: 4.18

Structure (XYZ):
```
10
C4H3NS2 ωB97M-V/def2-TZVPD
C -0.165 0.015 -0.007
C 0.624 -1.166 -0.024
C 1.917 -0.766 0.012
S 3.659 -1.047 0.014
S 3.590 1.054 -0.029
N 1.915 0.713 0.051
C 0.633 1.129 0.035
H -1.235 0.022 -0.033
H 0.255 -2.170 -0.041
H 0.362 2.163 0.069
```